# 1
Computed, not measured: a structure of composition C8H21INO4P2Tb at a distorted geometry, with the ωB97M-V functional and the def2-TZVPD basis.

Summary:
- ⟨S²⟩ = 12.684
- 2S+1 = 7
- calculated total energy (a.u.) = -2477.36563
- total charge = +2
- energy above the lowest of the compared OMol25 structures with the same formula, charge and spin (kcal/mol) = 0.0
- Kohn-Sham gap (spin up / spin down) (eV) = 8.0687 / 8.2848
- HOMO level (spin up / spin down) (eV) = -16.036 / -16.064

Last column: Löwdin spin population.
Cartesian coordinates (Å):
C: 2.081 1.432 -3.002  0.002
I: 2.355 0.254 -1.138  -0.017
H: 1.065 1.783 -3.132  0.000
H: 2.394 0.759 -3.811  0.000
H: 2.799 2.252 -2.928  0.000
Tb: -0.329 0.064 0.113  6.103
P: -0.845 -2.088 -1.582  -0.015
C: 0.269 -3.532 -1.732  -0.001
C: -2.426 -2.896 -1.129  0.000
H: -2.740 -3.555 -1.948  0.000
H: -1.522 -2.506 -3.934  0.000
H: -3.212 -2.152 -0.939  0.000
H: -1.979 -0.875 -3.340  0.000
H: 0.385 -4.000 -0.746  0.000
H: -2.284 -3.487 -0.215  0.000
C: -1.189 -1.640 -3.332  -0.001
H: -0.150 -4.268 -2.432  0.000
H: -0.284 -1.210 -3.780  0.000
H: 1.260 -3.221 -2.084  0.000
P: 0.544 2.053 1.823  -0.017
C: 2.104 1.880 2.751  -0.001
C: 0.676 3.745 1.123  -0.002
H: -1.680 2.415 2.804  0.000
H: -0.344 3.244 3.675  0.000
H: -0.624 1.478 3.887  0.000
C: -0.653 2.316 3.181  0.000
H: -0.280 3.990 0.648  0.000
H: 0.905 4.486 1.906  0.000
H: 2.210 2.764 3.398  0.000
H: 2.956 1.813 2.062  0.000
H: 1.461 3.752 0.357  0.000
H: 2.078 0.968 3.363  0.000
C: 1.538 -1.379 1.133  -0.015
O: 2.382 -1.898 1.704  0.000
O: -3.135 -1.119 2.582  -0.002
N: -2.273 -0.689 1.868  0.001
O: -0.986 -0.997 2.002  -0.017
O: -2.524 0.065 0.826  -0.017

Forces on atoms 1 to 6 (eV/Å):
0.92 -0.29 -0.23
0.76 0.93 -1.70
-0.13 -0.12 0.29
-0.24 0.11 0.41
-0.25 -0.16 0.19
-1.61 -0.13 0.53

***

# 2
Computed, not measured: the ion C8H21N4OS with charge +1 at a distorted geometry, with the ωB97M-V functional and the def2-TZVPD basis.

Summary:
- 2S+1 = 1
- calculated total energy (a.u.) = -1009.43842
- total charge = +1
- energy above the lowest of the compared OMol25 structures with the same formula, charge and spin (kcal/mol) = 0.0
- Kohn-Sham gap (eV) = 7.9590
- HOMO level (eV) = -10.459

Last column: natural (NBO) charge in e.
Cartesian coordinates (Å):
C: -0.789 1.543 0.569  -0.278
C: 0.726 1.479 0.912  -0.083
C: 1.657 0.100 -0.776  -0.442
C: -0.990 -0.764 1.163  0.732
C: -0.645 -3.241 1.296  -0.415
C: -3.478 0.565 -0.607  -0.427
C: -1.501 -0.023 -2.048  -0.467
C: 4.723 1.271 -0.850  -0.766
N: -1.232 0.259 0.337  -0.279
N: -0.607 -0.601 2.425  -0.774
N: -0.941 -2.015 0.623  -0.554
N: -2.140 -0.107 -0.692  -0.267
O: 1.236 0.231 0.611  -0.577
S: 2.856 1.241 -1.281  0.536
H: -1.336 2.162 1.442  0.203
H: -0.868 2.123 -0.352  0.249
H: 1.222 2.360 0.366  0.198
H: 0.941 1.524 1.961  0.183
H: 1.858 -0.925 -0.826  0.176
H: 0.015 -3.085 2.107  0.191
H: -1.508 -3.672 1.772  0.217
H: -0.209 -4.018 0.588  0.237
H: -3.982 0.273 -1.542  0.227
H: -3.948 0.311 0.357  0.213
H: -3.506 1.639 -0.705  0.190
H: -1.419 0.973 -2.598  0.192
H: -0.492 -0.278 -1.812  0.230
H: -2.037 -0.637 -2.826  0.226
H: 5.000 0.211 -0.931  0.226
H: 4.724 1.540 0.213  0.241
H: 5.142 1.838 -1.636  0.241
H: 0.245 -1.143 2.843  0.441
H: -0.657 0.343 2.697  0.403
H: 2.872 0.613 -2.414  0.144
H: -0.932 -2.086 -0.388  0.431

Forces on atoms 1 to 6 (eV/Å):
0.43 3.55 1.94
0.28 1.26 -0.54
-1.05 1.01 1.73
1.76 -2.91 -1.46
0.09 -1.37 -0.43
0.79 -0.63 -0.26

***

# 3
Computed, not measured: a cluster of 2 separate species, C8H21NO7PS in total at a distorted geometry, with the ωB97M-V functional and the def2-TZVPD basis.

Summary:
- 2S+1 = 1
- calculated total energy (a.u.) = -1638.26904
- total charge = +1
- energy above the lowest of the compared OMol25 structures with the same formula, charge and spin (kcal/mol) = 0.0
- Kohn-Sham gap (eV) = 7.1028
- HOMO level (eV) = -10.492

Last column: natural (NBO) charge in e.
Cartesian coordinates (Å):
C: 6.286 -1.580 1.706  -0.629
C: 6.986 -0.233 1.933  -0.534
S: 6.375 1.097 0.859  0.205
C: 4.813 1.370 1.740  -0.212
O: 3.913 2.023 0.840  -0.490
C: 2.872 1.355 0.369  1.005
O: 2.435 1.452 -0.724  -0.544
O: 2.319 0.547 1.340  -0.820
P: 0.764 0.172 1.198  2.545
O: -0.116 1.335 1.110  -1.088
O: 0.700 -0.867 0.010  -0.979
O: 0.491 -0.662 2.511  -0.977
H: 5.451 -1.679 2.399  0.198
H: 5.867 -1.636 0.704  0.218
H: 6.957 -2.416 1.877  0.225
H: 8.058 -0.293 1.787  0.239
H: 6.803 0.097 2.954  0.212
H: 4.977 2.028 2.587  0.207
H: 4.433 0.415 2.082  0.202
H: -0.211 -1.130 -0.171  0.511
H: 0.816 -1.572 2.472  0.515
C: -5.591 1.058 -2.264  -0.645
C: -5.379 -0.440 -2.111  -0.067
C: -4.731 -0.875 -0.795  -0.084
O: -3.361 -0.545 -0.792  -0.574
C: -3.005 0.716 -0.186  -0.268
N: -4.421 -0.902 -3.183  -0.680
H: -4.648 1.593 -2.388  0.226
H: -6.213 1.278 -3.133  0.235
H: -6.095 1.455 -1.386  0.256
H: -6.320 -0.966 -2.267  0.231
H: -4.791 -1.964 -0.707  0.200
H: -5.265 -0.445 0.052  0.215
H: -3.726 1.016 0.574  0.187
H: -2.932 1.494 -0.948  0.175
H: -2.028 0.612 0.275  0.240
H: -4.625 -0.498 -4.097  0.443
H: -4.405 -1.919 -3.270  0.441
H: -3.480 -0.616 -2.877  0.460

Forces on atoms 1 to 6 (eV/Å):
-0.19 0.28 0.11
-0.51 -0.11 0.05
0.10 0.00 -0.11
0.38 0.09 0.13
0.06 -0.15 -0.07
0.43 0.20 0.10

***

# 4
Computed, not measured: an isolated molecule of C8H21NOSi at a distorted geometry, with the ωB97M-V functional and the def2-TZVPD basis.

Summary:
- 2S+1 = 1
- calculated total energy (a.u.) = -736.95533
- energy above the lowest of the compared OMol25 structures with the same formula, charge and spin (kcal/mol) = 0.0
- Kohn-Sham gap (eV) = 10.1299
- HOMO level (eV) = -9.488

Last column: natural (NBO) charge in e.
Cartesian coordinates (Å):
C: 0.271 -2.258 -1.463  -0.600
C: -2.035 -1.325 -1.536  -0.603
C: -0.113 0.032 -2.321  -0.605
C: 0.359 2.443 0.135  -0.610
C: 0.409 1.575 2.448  -0.611
C: 2.192 0.905 0.842  -0.610
C: -0.566 -0.988 -1.275  -0.524
C: 0.701 1.221 0.987  -0.520
N: 0.184 -1.629 1.513  -1.343
O: -2.222 0.273 1.298  -1.104
Si: -0.334 -0.321 0.516  2.092
H: 1.313 -2.083 -1.208  0.214
H: -0.099 -3.070 -0.842  0.200
H: 0.222 -2.585 -2.501  0.208
H: -2.659 -0.449 -1.390  0.230
H: -2.381 -2.103 -0.860  0.203
H: -2.166 -1.681 -2.557  0.203
H: -0.708 0.939 -2.263  0.215
H: 0.935 0.286 -2.190  0.204
H: -0.230 -0.385 -3.322  0.207
H: 0.673 2.313 -0.898  0.206
H: -0.712 2.628 0.156  0.223
H: 0.867 3.324 0.529  0.205
H: 0.723 0.777 3.116  0.195
H: -0.656 1.737 2.580  0.244
H: 0.941 2.483 2.729  0.204
H: 2.464 0.046 1.451  0.216
H: 2.449 0.686 -0.191  0.202
H: 2.791 1.756 1.166  0.208
H: 0.270 -1.466 2.503  0.400
H: -0.169 -2.557 1.350  0.396
H: -2.712 -0.523 1.500  0.455

Forces on atoms 1 to 6 (eV/Å):
0.03 0.16 0.24
0.06 0.18 0.24
-0.02 0.04 0.23
-0.13 -0.24 -0.10
-0.29 -0.27 -0.12
-0.16 -0.19 -0.03